This record from the OMol25 dataset describes 8 unconnected molecules or ions with the total composition C55H76F5IO16 in a non-equilibrium geometry. The level of theory is wB97M-V/def2-TZVPD.

As for the SMILES: CCc1c(C(F)(F)c2cccc(C(F)(F)F)c2)ccc2c1C(=O)c1cc(CCCI)ccc1C2=O.CCOC(C)=O.CCOC(C)=O.CCOC(C)=O.CCOC(C)=O.CCOC(C)=O.CCOC(C)=O.CCOC(C)=O. The calculation puts the gap between HOMO and LUMO at 6.96 eV. The spin multiplicity is 1. As for the LUMO energy: -1.535 eV. The total energy comes out at -4141.12249 a.u.

XYZ file:
```
153
Properties=species:S:1:pos:R:3:mulliken_charge:R:1
C -1.574 0.185 -1.778 -0.73
C -2.464 1.586 -1.934 -0.42
C -1.654 2.769 -1.140 0.11
C -0.866 4.040 -1.858 -0.12
C -0.848 4.110 -3.529 1.00
F -2.201 4.071 -4.130 -0.31
F -0.180 5.348 -4.031 -0.30
C 0.113 2.818 -3.983 0.24
C 1.703 2.942 -3.481 -0.38
C 2.813 1.768 -3.772 -0.68
C 2.291 0.438 -4.602 -0.49
C 0.716 0.319 -5.102 0.33
C 0.261 -1.051 -5.883 0.61
F 1.288 -1.566 -6.818 -0.23
F -1.077 -0.827 -6.480 -0.27
F 0.071 -2.094 -4.807 -0.27
C -0.423 1.507 -4.809 -0.20
C -0.112 5.168 -0.919 -0.46
C -0.078 5.090 0.743 -0.69
C -0.824 3.813 1.469 0.32
C -1.618 2.687 0.521 0.17
C -2.348 1.436 1.349 0.03
O -3.554 0.939 1.062 -0.51
C -1.459 0.854 2.638 0.29
C -1.431 -0.777 2.850 -0.54
C -0.518 -1.320 4.141 0.39
C -0.450 -2.957 4.331 -0.32
C 0.944 -3.427 5.117 -0.41
C 2.308 -2.925 4.323 -0.85
I 2.946 -4.284 2.716 -0.06
C 0.262 -0.219 5.099 -0.33
C 0.201 1.433 4.846 -0.68
C -0.685 1.962 3.572 0.39
C -0.836 3.566 3.123 0.13
O -0.986 4.558 4.014 -0.46
H -1.878 -0.430 -0.823 0.21
H -0.415 0.451 -1.673 0.24
H -1.776 -0.529 -2.710 0.24
H -2.603 1.767 -3.087 0.22
H -3.565 1.421 -1.503 0.32
H 2.058 3.883 -2.858 0.26
H 3.932 1.862 -3.376 0.28
H 3.008 -0.461 -4.822 0.32
H -1.533 1.409 -5.167 0.32
H 0.423 6.052 -1.503 0.33
H 0.471 5.926 1.350 0.32
H -1.976 -1.541 2.140 0.30
H -1.422 -3.423 4.810 0.22
H -0.353 -3.429 3.243 0.29
H 1.021 -4.610 5.208 0.18
H 0.882 -2.923 6.191 0.24
H 3.176 -2.900 5.108 0.35
H 2.209 -1.853 3.849 0.48
H 0.913 -0.673 5.990 0.13
H 0.795 2.196 5.525 0.30
O 3.065 -5.771 6.982 -0.61
C 3.664 -6.730 6.496 0.68
O 3.268 -7.994 6.757 -0.38
C 3.817 -9.170 6.135 -0.38
C 5.126 -9.571 6.787 -0.91
C 4.885 -6.502 5.655 -0.37
H 3.903 -9.033 5.053 0.36
H 3.084 -9.971 6.288 0.31
H 5.883 -8.788 6.694 0.25
H 5.520 -10.483 6.331 0.35
H 4.982 -9.744 7.858 0.30
H 5.731 -6.277 6.310 0.10
H 4.700 -5.653 4.990 -0.01
H 5.144 -7.342 5.014 0.30
O 1.330 2.534 -6.999 -0.50
C 0.989 2.469 -8.179 0.67
O 0.231 3.441 -8.731 -0.34
C -0.107 3.523 -10.128 -0.36
C -1.259 2.596 -10.465 -0.96
C 1.361 1.271 -9.003 -0.76
H 0.775 3.353 -10.751 0.43
H -0.419 4.558 -10.309 0.29
H -1.011 1.551 -10.266 0.23
H -1.532 2.688 -11.520 0.26
H -2.134 2.835 -9.851 0.36
H 0.699 0.441 -8.743 0.13
H 2.396 0.999 -8.778 0.31
H 1.315 1.441 -10.077 0.30
O 6.589 -3.139 2.564 -0.55
C 7.404 -3.092 3.484 0.76
O 7.242 -3.852 4.588 -0.34
C 8.203 -3.966 5.654 -0.35
C 8.113 -2.783 6.598 -1.00
C 8.559 -2.137 3.414 -1.01
H 9.210 -4.118 5.254 0.36
H 7.948 -4.880 6.203 0.29
H 8.324 -1.840 6.089 0.28
H 8.823 -2.893 7.423 0.37
H 7.102 -2.700 7.011 0.30
H 8.203 -1.130 3.648 0.25
H 8.968 -2.154 2.399 0.30
H 9.382 -2.387 4.080 0.35
O 0.645 2.751 -12.717 -0.49
C 0.304 2.686 -13.897 0.77
O -0.454 3.658 -14.450 -0.38
C -0.792 3.741 -15.846 -0.41
C -1.944 2.814 -16.183 -0.97
C 0.676 1.489 -14.721 -1.12
H 0.090 3.570 -16.470 0.37
H -1.104 4.776 -16.028 0.31
H -1.696 1.768 -15.985 0.28
H -2.217 2.906 -17.239 0.36
H -2.819 3.052 -15.570 0.30
H 0.014 0.659 -14.461 0.24
H 1.711 1.216 -14.496 0.35
H 0.630 1.658 -15.795 0.36
O -0.335 11.052 7.057 -0.59
C -0.883 9.969 6.855 0.71
O -0.295 8.817 7.245 -0.37
C -0.909 7.518 7.175 -0.58
C -0.823 6.949 5.772 -0.69
C -2.186 9.913 6.114 -0.86
H -1.933 7.551 7.560 0.38
H -0.344 6.871 7.856 0.34
H -1.343 7.579 5.046 0.24
H -1.263 5.948 5.734 0.31
H 0.221 6.889 5.447 0.29
H -1.993 10.039 5.045 0.23
H -2.827 10.725 6.469 0.30
H -2.744 8.992 6.269 0.32
O -6.005 -0.361 4.924 -0.61
C -6.469 0.418 4.093 0.62
O -7.600 1.109 4.352 -0.39
C -8.147 2.136 3.505 -0.36
C -8.920 1.534 2.348 -0.91
C -5.814 0.562 2.751 -0.36
H -7.364 2.829 3.182 0.36
H -8.835 2.717 4.129 0.30
H -8.283 0.913 1.713 0.27
H -9.359 2.320 1.727 0.34
H -9.721 0.887 2.719 0.30
H -6.084 -0.296 2.130 0.25
H -4.729 0.586 2.891 -0.08
H -6.075 1.478 2.226 0.29
O -4.510 -5.015 2.709 -0.59
C -3.947 -5.714 3.551 0.77
O -2.682 -6.145 3.354 -0.36
C -1.895 -6.850 4.330 -0.27
C -2.265 -8.320 4.370 -1.17
C -4.687 -6.147 4.782 -0.93
H -1.965 -6.366 5.309 0.36
H -0.851 -6.755 4.012 0.34
H -3.311 -8.469 4.648 0.29
H -1.640 -8.856 5.091 0.36
H -2.134 -8.774 3.382 0.33
H -5.361 -6.967 4.521 0.26
H -5.268 -5.300 5.159 0.29
H -4.041 -6.464 5.598 0.34
```